[1]
A 2-piece molecular cluster, C20H32F3NO3 overall. Source: the Open Molecules 2025 dataset; level of theory: ωB97M-V/def2-TZVPD.

Each line ends with the Mulliken charge.
Atoms and positions in Å:
1 C -1.129 -4.613 -0.335  -1.618
2 C -1.576 -3.566 0.652  0.353
3 C -2.786 -3.692 1.325  -0.508
4 C -3.176 -2.731 2.241  -0.887
5 C -2.365 -1.629 2.490  -0.760
6 C -1.154 -1.469 1.832  0.689
7 C -0.299 -0.268 2.187  -2.043
8 C 0.251 0.650 1.052  3.572
9 C 0.396 2.095 1.607  -1.108
10 C 1.570 2.556 2.475  -0.572
11 O 2.787 2.595 1.752  -0.550
12 C 1.763 1.845 3.810  0.622
13 F 2.372 0.633 3.678  -0.250
14 F 2.549 2.580 4.623  -0.282
15 F 0.581 1.639 4.443  -0.269
16 C -0.802 0.714 -0.072  -2.567
17 C -0.366 1.386 -1.400  1.839
18 C -0.966 2.785 -1.558  -1.693
19 C -0.900 0.568 -2.609  -2.898
20 N 1.119 1.478 -1.492  0.678
21 O 1.604 2.639 -1.268  -0.616
22 C 1.937 0.345 -0.955  1.915
23 C 3.406 0.744 -1.102  -1.638
24 C 1.709 -0.919 -1.786  -1.825
25 C 1.580 0.066 0.529  -2.540
26 C -0.777 -2.458 0.919  0.375
27 H -1.271 -5.611 0.081  0.427
28 H -0.069 -4.503 -0.562  0.369
29 H -1.702 -4.555 -1.262  0.285
30 H -3.418 -4.553 1.144  0.438
31 H -4.112 -2.842 2.771  0.412
32 H -2.678 -0.887 3.213  0.423
33 H -0.895 0.343 2.865  0.553
34 H 0.546 -0.625 2.779  0.447
35 H 0.394 2.798 0.775  -0.345
36 H -0.505 2.319 2.186  0.642
37 H 1.326 3.582 2.780  0.519
38 H 3.512 2.267 2.294  0.432
39 H -1.653 1.285 0.313  0.422
40 H -1.183 -0.282 -0.278  0.525
41 H -2.037 2.726 -1.363  0.474
42 H -0.821 3.150 -2.579  0.436
43 H -0.511 3.513 -0.899  0.273
44 H -1.887 0.947 -2.882  0.645
45 H -0.209 0.739 -3.448  0.763
46 H -0.943 -0.501 -2.423  0.450
47 H 4.022 -0.155 -1.046  0.416
48 H 3.708 1.433 -0.320  0.282
49 H 3.581 1.207 -2.073  0.419
50 H 2.369 -1.699 -1.404  0.583
51 H 0.696 -1.307 -1.712  0.172
52 H 1.961 -0.749 -2.834  0.304
53 H 2.410 0.377 1.152  0.793
54 H 1.520 -1.017 0.642  0.722
55 H 0.171 -2.392 0.401  0.320
56 O -2.535 0.266 -5.165  -0.364
57 H -1.860 -0.428 -5.006  0.440
58 H -3.143 0.037 -5.898  0.451
59 H -2.114 1.145 -5.277  0.452

Results
- HOMO (alpha / beta): -10.53 / -10.97 eV
- Net charge: +1
- Spin multiplicity: 2
- Lowest unoccupied orbital energy (alpha / beta): -5.211 / -5.215 eV
- Frontier orbital gap (alpha / beta): 5.32 / 5.76 eV
- Electronic energy: -1360.98891 Eh

[2]
One molecule with the formula C33H56N4O. Source: the Open Molecules 2025 dataset; level of theory: ωB97M-V/def2-TZVPD.

Each line ends with the Mulliken charge.
Atoms and positions in Å:
1 C -4.297 -4.238 0.497  -0.964
2 C -5.079 -2.941 -0.103  -0.370
3 C -4.572 -1.635 0.730  0.026
4 C -5.450 -0.395 0.181  -0.734
5 C -5.178 0.993 0.940  -0.847
6 C -3.629 1.299 1.235  0.719
7 C -3.195 2.831 0.914  -1.060
8 C -1.584 3.030 0.925  0.908
9 C -1.128 3.840 2.256  -0.965
10 C -0.650 2.823 3.424  -0.631
11 C 0.730 2.058 2.994  0.055
12 C 1.974 2.375 3.961  -0.498
13 C 3.300 2.708 3.106  -0.300
14 C 4.605 1.852 3.565  -0.726
15 C 5.249 1.032 2.315  -0.504
16 C 5.655 -0.472 2.758  -0.728
17 C 5.159 -1.498 1.607  -0.640
18 C 3.884 -2.299 2.219  -0.540
19 C 2.896 -2.782 1.010  -0.544
20 C 1.391 -2.600 1.551  -0.710
21 C 0.365 -2.041 0.422  0.282
22 N 0.044 -2.959 -0.567  -0.721
23 N -0.821 -2.522 -1.450  0.010
24 C -1.255 -1.223 -1.231  0.497
25 C -2.376 -0.701 -2.289  0.214
26 O -1.967 0.480 -3.015  -0.483
27 C -0.574 0.498 -3.310  0.464
28 C 0.208 1.766 -2.802  -0.273
29 C 1.712 2.009 -3.052  0.569
30 C 2.524 3.310 -2.588  -0.984
31 C 2.506 0.933 -3.845  -0.934
32 C 1.748 -0.343 -4.365  -0.659
33 C 0.220 -0.566 -4.105  0.330
34 C -0.502 -1.859 -4.698  0.984
35 C -1.421 -1.382 -5.970  -1.038
36 C 0.560 -3.003 -5.175  -1.493
37 N -0.903 -0.291 -0.268  0.402
38 N -0.038 -0.726 0.615  -0.450
39 H -3.977 -4.971 -0.332  0.288
40 H -3.336 -3.887 1.011  0.202
41 H -4.973 -4.771 1.262  0.299
42 H -6.214 -3.010 0.063  0.365
43 H -4.917 -2.832 -1.231  0.198
44 H -3.465 -1.453 0.517  -0.184
45 H -4.707 -1.823 1.854  0.415
46 H -6.555 -0.685 0.363  0.447
47 H -5.351 -0.288 -0.965  0.228
48 H -5.615 1.834 0.290  0.306
49 H -5.756 1.037 1.937  0.304
50 H -2.972 0.642 0.572  -0.654
51 H -3.408 1.013 2.318  0.284
52 H -3.583 3.041 -0.146  0.308
53 H -3.709 3.534 1.651  0.274
54 H -1.142 1.981 1.014  -0.658
55 H -1.216 3.502 -0.045  0.230
56 H -2.012 4.460 2.647  0.374
57 H -0.289 4.557 1.934  0.287
58 H -0.495 3.352 4.435  0.466
59 H -1.452 2.019 3.568  0.127
60 H 0.525 0.923 3.016  -0.084
61 H 0.898 2.332 1.895  0.082
62 H 2.090 1.482 4.669  0.325
63 H 1.702 3.308 4.574  0.256
64 H 3.032 2.559 2.007  -0.012
65 H 3.611 3.814 3.232  0.304
66 H 5.423 2.588 3.903  0.314
67 H 4.349 1.182 4.451  0.390
68 H 6.186 1.533 1.886  0.321
69 H 4.447 1.056 1.489  0.179
70 H 5.161 -0.707 3.773  0.352
71 H 6.786 -0.603 2.862  0.423
72 H 5.948 -2.261 1.294  0.320
73 H 4.780 -0.927 0.683  0.323
74 H 3.364 -1.548 2.924  0.249
75 H 4.174 -3.227 2.817  0.234
76 H 3.103 -3.896 0.867  0.282
77 H 3.110 -2.239 0.028  0.406
78 H 1.306 -1.999 2.521  0.334
79 H 0.988 -3.657 1.790  0.302
80 H -2.780 -1.541 -2.945  0.256
81 H -3.261 -0.373 -1.616  -0.522
82 H -0.367 2.575 -2.219  0.156
83 H 2.463 3.515 -1.468  0.195
84 H 3.606 3.275 -2.985  0.303
85 H 2.037 4.205 -3.134  0.290
86 H 3.624 1.104 -4.059  0.184
87 H 2.399 -1.068 -4.970  0.245
88 H -1.210 -2.388 -3.980  0.089
89 H -2.493 -1.246 -5.558  0.204
90 H -1.034 -0.384 -6.361  0.249
91 H -1.379 -2.235 -6.725  0.409
92 H 0.975 -2.695 -6.193  0.357
93 H 1.405 -3.036 -4.400  0.373
94 H 0.064 -4.036 -5.170  0.342

Results
- HOMO: -8.36 eV
- Net charge: 0
- Lowest unoccupied orbital energy: -0.859 eV
- Frontier orbital gap: 7.50 eV
- Electronic energy: -1584.82159 Eh